A 15-piece molecular cluster, C20H70N2O15 overall at a distorted geometry, computed with wB97M-V/def2-TZVPD.

Geometry as XYZ:
```
107
Properties=species:S:1:pos:R:3:lowdin_charge:R:1
C 15.67309 -3.65481 -24.30375 -0.06
C 14.94494 -2.36086 -23.87880 -0.32
O 15.51776 -1.71172 -22.76609 -0.07
H 16.67528 -3.39154 -24.72422 0.09
H 15.11053 -4.09125 -25.15588 0.08
H 15.66377 -4.38722 -23.48404 0.07
H 13.87224 -2.50109 -23.78764 0.07
H 15.09364 -1.64984 -24.69495 0.11
H 16.09917 -1.00331 -22.98238 0.07
C 11.52094 -3.02824 -17.31287 -0.07
C 12.28405 -4.30922 -17.60616 -0.34
O 11.41364 -5.35664 -17.39137 -0.07
H 10.96748 -2.98710 -16.35799 0.10
H 10.76471 -2.86521 -18.04931 0.04
H 12.15740 -2.13006 -17.38682 0.05
H 13.13233 -4.44242 -16.97272 0.10
H 12.50144 -4.36071 -18.69947 0.11
H 11.79669 -6.15679 -17.83411 0.12
C 14.00269 2.41140 -20.96200 -0.07
C 14.20154 3.79599 -21.51261 -0.32
O 15.56930 4.04544 -21.47282 -0.04
H 13.92330 2.50483 -19.87977 0.07
H 14.73481 1.77073 -21.34515 0.05
H 13.06456 2.03561 -21.27653 0.04
H 13.55421 4.57292 -21.05399 0.13
H 14.03987 3.77937 -22.52669 0.08
H 15.62192 4.65795 -22.16388 0.05
C 10.99083 -2.53806 -23.95099 -0.07
C 11.63922 -3.07568 -25.23119 -0.26
O 10.67160 -2.77369 -26.22087 -0.07
H 11.72226 -2.56310 -23.20087 0.02
H 10.21316 -3.19556 -23.51058 0.10
H 10.82354 -1.53382 -23.97879 0.02
H 11.74174 -4.18505 -25.21760 0.12
H 12.52447 -2.49062 -25.50938 0.11
H 10.62209 -1.83463 -26.19421 0.05
C 8.77789 -3.75990 -20.12352 -0.08
C 9.71743 -2.94667 -20.88009 -0.38
O 10.78861 -3.79526 -21.08363 -0.08
H 7.93810 -3.27591 -19.75159 0.05
H 9.35872 -4.31183 -19.32005 0.11
H 8.32926 -4.51288 -20.80208 0.10
H 10.01110 -2.08426 -20.27528 0.10
H 9.25800 -2.49931 -21.76192 0.10
H 11.54196 -3.19189 -20.95414 0.04
C 10.28658 2.32025 -19.76698 -0.70
O 10.22324 2.54925 -18.48244 -0.06
N 10.13046 1.08830 -20.14709 0.15
N 10.42305 3.12151 -20.78627 0.18
H 10.10847 0.33440 -19.38461 0.08
H 10.05407 0.85397 -21.17998 0.04
H 10.42344 4.14947 -20.53261 0.15
H 10.65737 2.96459 -21.69422 0.04
C 12.93593 -5.52936 -23.16706 -0.20
O 11.59765 -5.88813 -23.28212 -0.13
H 13.47021 -6.29201 -22.54894 0.09
H 13.03984 -4.55428 -22.65565 0.07
H 13.37623 -5.52495 -24.17915 0.08
H 11.12194 -5.62998 -22.44762 0.09
C 13.30762 0.48269 -23.79424 -0.15
O 13.62494 0.41237 -25.16916 -0.11
H 12.89556 -0.41418 -23.44722 0.04
H 12.61291 1.27123 -23.72281 0.06
H 14.15338 0.68090 -23.15491 0.07
H 14.09803 1.19922 -25.53359 0.11
C 9.63759 1.26691 -23.69602 -0.07
O 10.13436 0.46716 -22.60305 -0.15
H 8.55313 1.19132 -23.82340 0.10
H 10.07777 0.99688 -24.65926 0.09
H 9.84597 2.21772 -23.34597 0.04
H 9.55476 -0.29103 -22.65466 0.08
C 8.78695 -0.44770 -17.97158 -0.13
O 10.19627 -0.45008 -17.90625 -0.17
H 8.35967 -0.81308 -17.05695 0.09
H 8.41039 -1.06398 -18.76705 0.07
H 8.37489 0.54719 -17.99381 0.08
H 10.61007 -0.61546 -17.05308 0.09
C 13.09915 1.44259 -17.34349 -0.12
O 12.54462 1.82073 -16.01433 -0.10
H 12.58488 1.79016 -18.27253 0.06
H 13.24390 0.36847 -17.32797 0.05
H 14.06063 1.85549 -17.51995 0.05
H 12.81292 2.71239 -15.86384 0.05
C 15.03502 -5.03450 -19.82871 -0.16
O 16.18658 -4.99797 -18.97275 -0.14
H 14.70275 -4.00434 -19.91238 0.04
H 14.19499 -5.49787 -19.29343 0.06
H 15.14854 -5.54394 -20.85338 0.09
H 15.97655 -4.33664 -18.26406 0.02
C 16.50044 0.53030 -19.60430 -0.17
O 17.22872 -0.28102 -18.73229 -0.13
H 17.00280 1.38780 -20.01272 0.08
H 15.54152 0.78360 -19.21273 0.04
H 16.38746 -0.24135 -20.38757 0.08
H 18.17578 -0.23077 -19.01814 0.11
C 15.02371 -2.22330 -17.83896 -0.18
O 15.59977 -3.24611 -17.14035 -0.08
H 13.98968 -2.29771 -18.05886 0.03
H 15.57312 -2.21802 -18.80063 0.10
H 15.25693 -1.23645 -17.35171 0.11
H 15.06789 -3.30178 -16.36267 0.09
C 12.66993 -1.01187 -20.29388 -0.11
O 13.01979 -2.24780 -20.86835 -0.11
H 12.06538 -1.17199 -19.37267 0.07
H 12.18204 -0.35597 -21.00551 0.06
H 13.54348 -0.50284 -19.91949 0.07
H 13.58973 -2.08413 -21.59623 0.03
```

## Properties
Largest force on an atom (eV Å⁻¹): 7.66
Gap between HOMO and LUMO (eV): 8.8
Molar mass (Da): 578.78
LUMO energy (eV): -0.16
ΔE to the lowest compared entry with this formula, charge and spin (kJ/mol): 200.74